Record 1
A cluster of 2 separate species, C4H12NO2 in total in a non-equilibrium geometry. Source: OMol25; level of theory: the ωB97M-V functional and the def2-TZVPD basis.

The geometry in XYZ format:
```
19
Properties=species:S:1:pos:R:3:forces:R:3
O 1.765195 1.485363 1.674864 -0.6 -0.1 0.1
C 2.170972 0.394173 1.404792 1.4 0.0 -1.3
C 1.549403 -0.501974 0.338233 -0.4 -0.4 0.6
N 0.298468 0.146681 -0.139532 0.8 0.3 -0.5
C -0.962617 -0.351322 0.423685 -2.0 0.0 0.9
C -1.447185 -1.629247 -0.246642 0.3 0.3 -0.1
H 3.168636 0.034537 1.709243 -0.2 -0.1 0.6
H 2.243144 -0.738553 -0.476106 0.0 0.5 0.1
H 1.349698 -1.480502 0.788781 -0.3 0.1 0.0
H 0.238824 0.152691 -1.158309 -0.1 -0.3 0.0
H 0.378720 1.156568 0.046469 0.0 -0.1 0.4
H -1.699593 0.449253 0.302556 0.2 -0.1 -0.2
H -0.904934 -0.457592 1.510245 0.7 -0.1 -0.1
H -0.568224 -2.243006 -0.453225 -0.3 -0.3 -0.3
H -2.024307 -1.382462 -1.135969 0.4 -0.1 -0.3
H -2.135163 -2.212915 0.357778 0.2 0.1 0.4
H -1.045320 2.969434 -1.190902 0.4 0.4 0.8
H -1.441134 2.150571 -2.286578 0.0 -0.7 -0.3
O -0.934583 2.058301 -1.469380 -0.5 0.6 -0.6
```
Forces are in eV/Å.

Calculated values
- Energy above the lowest of the compared OMol25 structures with the same formula, charge and spin: 32.9 kcal/mol
- Charge: +1
- 2S+1: 1
- HOMO-LUMO gap: 11.62 eV
- DFT total energy: -364.58274 hartree

Record 2
A cluster of 2 separate species, C4H12NO2 in total in a non-equilibrium geometry. Source: OMol25; level of theory: the ωB97M-V functional and the def2-TZVPD basis.

The geometry in XYZ format:
```
19
Properties=species:S:1:pos:R:3:forces:R:3
O -1.236440 -1.530812 -0.479564 -0.7 0.0 -1.3
C -1.915307 -0.621849 -0.942336 3.0 -1.2 3.2
C -1.372854 0.728412 -0.406838 -0.9 2.0 -1.1
N -0.000735 0.609088 0.242924 -1.5 -2.9 -0.8
C -0.057174 0.113702 1.701589 1.2 -1.9 -0.9
C 1.388738 0.324587 2.160055 0.0 0.0 1.9
H -2.848597 -0.895879 -1.411018 -0.5 0.9 -0.6
H -1.362996 1.540443 -1.208776 0.0 -0.9 1.2
H -2.034748 1.008783 0.431027 0.0 0.2 -0.7
H 0.515905 1.482037 0.269891 0.1 0.0 -0.8
H 0.470483 -0.212395 -0.313119 -0.3 2.1 1.0
H -0.301520 -0.975703 1.588636 0.2 1.1 0.4
H -0.844176 0.567464 2.290606 0.0 0.6 -0.2
H 1.695167 1.309611 1.795431 0.7 -0.4 -0.4
H 2.054575 -0.550469 1.990156 -0.4 1.0 -0.6
H 1.514580 0.497851 3.249735 -0.7 -0.3 -0.4
H 3.146400 -0.303813 -2.200788 -0.6 -0.2 0.7
H 2.308457 0.645955 -2.914256 -0.7 -0.4 1.0
O 2.250582 0.081892 -2.100540 1.2 0.6 -1.5
```
Forces are in eV/Å.

Calculated values
- Energy above the lowest of the compared OMol25 structures with the same formula, charge and spin: 54.1 kcal/mol
- Charge: +1
- 2S+1: 1
- HOMO-LUMO gap: 11.29 eV
- DFT total energy: -364.54898 hartree

Which of these has the highest energy above the lowest of the compared OMol25 structures with the same formula, charge and spin?
number 2

Repeat the first record exactly.
A cluster of 2 separate species, C4H12NO2 in total in a non-equilibrium geometry. Source: OMol25; level of theory: the ωB97M-V functional and the def2-TZVPD basis.

The geometry in XYZ format:
```
19
Properties=species:S:1:pos:R:3:forces:R:3
O 1.765195 1.485363 1.674864 -0.6 -0.1 0.1
C 2.170972 0.394173 1.404792 1.4 0.0 -1.3
C 1.549403 -0.501974 0.338233 -0.4 -0.4 0.6
N 0.298468 0.146681 -0.139532 0.8 0.3 -0.5
C -0.962617 -0.351322 0.423685 -2.0 0.0 0.9
C -1.447185 -1.629247 -0.246642 0.3 0.3 -0.1
H 3.168636 0.034537 1.709243 -0.2 -0.1 0.6
H 2.243144 -0.738553 -0.476106 0.0 0.5 0.1
H 1.349698 -1.480502 0.788781 -0.3 0.1 0.0
H 0.238824 0.152691 -1.158309 -0.1 -0.3 0.0
H 0.378720 1.156568 0.046469 0.0 -0.1 0.4
H -1.699593 0.449253 0.302556 0.2 -0.1 -0.2
H -0.904934 -0.457592 1.510245 0.7 -0.1 -0.1
H -0.568224 -2.243006 -0.453225 -0.3 -0.3 -0.3
H -2.024307 -1.382462 -1.135969 0.4 -0.1 -0.3
H -2.135163 -2.212915 0.357778 0.2 0.1 0.4
H -1.045320 2.969434 -1.190902 0.4 0.4 0.8
H -1.441134 2.150571 -2.286578 0.0 -0.7 -0.3
O -0.934583 2.058301 -1.469380 -0.5 0.6 -0.6
```
Forces are in eV/Å.

Calculated values
- Energy above the lowest of the compared OMol25 structures with the same formula, charge and spin: 32.9 kcal/mol
- Charge: +1
- 2S+1: 1
- HOMO-LUMO gap: 11.62 eV
- DFT total energy: -364.58274 hartree